(1)
The following is a DFT calculation (ωB97M-V/def2-TZVPD) of a molecular structure, C21H15N6O4W.

Values from the calculation:
Charge: +3
Highest occupied orbital energy (spin up / spin down): -17.49 / -17.69 eV
2S+1: 3
<S²>: 2.07

Last column: natural (NBO) charge in e.
Positions of all 47 atoms, in Å:
W (-0.57406, -0.28753, -0.02090)  1.953
O (-0.68495, -2.12258, -0.58619)  -0.711
O (-1.17795, 1.33556, 3.69370)  -0.131
O (-0.48733, -4.36802, -0.26723)  -0.391
O (-0.78462, 0.92732, 1.58384)  -0.478
N (-1.04951, 0.53839, 2.82672)  0.468
N (3.64946, -0.59371, -0.77250)  -0.445
N (-0.45630, 1.52220, -1.12318)  -0.364
N (-2.54816, 0.02625, -0.82773)  -0.533
N (1.42388, 0.03156, -0.53609)  -0.652
N (0.76096, 2.14680, -1.30019)  -0.267
C (2.40912, -0.88675, -0.51787)  0.373
C (-5.05728, 0.73969, -1.76663)  -0.066
C (1.72301, 1.33931, -1.00222)  0.434
C (-1.53622, 2.03866, -1.60091)  0.220
C (-1.84614, -2.93960, 3.83666)  -0.082
C (-1.51309, -3.59958, 2.63231)  -0.110
C (-0.65942, -3.30624, 0.20184)  0.749
C (-0.91249, -2.88866, 1.61947)  -0.083
C (-0.65184, -1.51626, 1.80624)  -0.461
C (4.08950, 0.71630, -1.05050)  0.215
C (3.11286, 1.71250, -1.15139)  -0.169
C (-3.97877, 1.62426, -1.91278)  -0.136
C (3.51122, 3.02103, -1.43588)  -0.110
C (-1.09917, -0.87398, 2.97128)  0.147
C (-1.68826, -1.56199, 4.01584)  -0.161
C (-3.57469, -0.82482, -0.72853)  0.130
C (5.81066, 2.28680, -1.49793)  -0.104
C (-4.84896, -0.49201, -1.18162)  -0.196
C (-2.74802, 1.24052, -1.43632)  0.110
C (4.85452, 3.29961, -1.59828)  -0.157
C (5.43774, 0.98075, -1.22554)  -0.226
H (-2.04754, -1.05923, 4.90462)  0.293
H (5.17055, 4.31148, -1.81074)  0.264
H (2.16642, -1.91892, -0.29541)  0.240
H (-3.37344, -1.79339, -0.28826)  0.233
H (-1.75765, -4.64762, 2.50734)  0.286
H (-2.31031, -3.51238, 4.62955)  0.279
H (-4.10646, 2.57939, -2.40405)  0.276
H (6.17892, 0.19518, -1.15285)  0.254
H (0.41639, -1.20062, 1.51979)  0.287
H (-5.64935, -1.21139, -1.07657)  0.281
H (-6.03699, 1.02405, -2.12848)  0.279
H (4.33505, -1.34379, -0.75977)  0.465
H (-1.51897, 2.98676, -2.13084)  0.273
H (2.77040, 3.80257, -1.52526)  0.259
H (6.85730, 2.52217, -1.63657)  0.265

=====

(2)
The following is a DFT calculation (ωB97M-V/def2-TZVPD) of a single C21H16BrN3O2 molecule at a distorted geometry.

Values from the calculation:
Structure (SMILES): N#CCC(=O)N/N=C/c1cc(Br)ccc1OCc1cccc2ccccc12
Charge: 0
Highest occupied orbital energy: -8.22 eV

Last column: natural (NBO) charge in e.
Positions of all 43 atoms, in Å:
Br (3.84385, -3.66980, 0.02364)  0.052
O (-3.95098, 0.53878, 0.22442)  -0.559
O (-0.33735, 0.20669, -1.96128)  -0.533
N (-5.76705, -3.56872, 1.10496)  -0.303
N (-3.33457, -1.60268, -0.21399)  -0.453
N (-2.04738, -1.28785, -0.42380)  -0.211
C (2.52323, -2.45034, -0.59469)  -0.090
C (0.20729, -1.86325, -0.84647)  -0.155
C (-5.67212, -1.14299, 0.23385)  -0.615
C (1.03065, 3.13515, -1.29335)  -0.192
C (2.88758, 3.28878, 0.21363)  -0.170
C (1.18881, -2.76526, -0.44093)  -0.205
C (0.59056, -0.65223, -1.45396)  0.407
C (2.91556, -1.26476, -1.19278)  -0.209
C (-4.23216, -0.62233, 0.09509)  0.686
C (1.37097, 0.04780, 2.41125)  -0.199
C (2.38696, 2.19401, 0.94795)  -0.084
C (2.21229, 3.76156, -0.87509)  -0.222
C (0.50410, 2.06679, -0.61011)  -0.060
C (2.59951, 0.62162, 2.76983)  -0.212
C (3.08684, 1.68191, 2.06101)  -0.185
C (1.16266, 1.58669, 0.55566)  0.029
C (-1.18597, -2.19828, -0.61049)  0.066
C (-5.74270, -2.49058, 0.72332)  0.268
C (1.94632, -0.38530, -1.63311)  -0.256
C (-0.69641, 1.35565, -1.16988)  -0.096
C (0.66694, 0.52118, 1.33978)  -0.216
H (-0.28456, 0.07719, 1.09358)  0.220
H (-1.39789, 1.04589, -0.38924)  0.219
H (3.96248, -1.03540, -1.31684)  0.232
H (0.53096, 3.49641, -2.18088)  0.212
H (-1.44569, -3.26416, -0.57328)  0.164
H (3.14575, 0.22800, 3.61424)  0.215
H (2.23492, 0.53347, -2.11984)  0.235
H (-1.22502, 1.99765, -1.87736)  0.201
H (3.81602, 3.74346, 0.52830)  0.210
H (2.59134, 4.60478, -1.43354)  0.215
H (0.97960, -0.77265, 2.99517)  0.213
H (-6.14406, -1.09144, -0.75289)  0.277
H (-3.63022, -2.58280, -0.24021)  0.385
H (0.90128, -3.69809, 0.02163)  0.226
H (-6.21340, -0.47251, 0.90602)  0.284
H (4.02105, 2.14796, 2.34069)  0.210

=====

(3)
The following is a DFT calculation (ωB97M-V/def2-TZVPD) of a molecular structure, C21H16BrN3O4Se2Sn.

Values from the calculation:
Relative energy (zero: lowest compared OMol25 entry of this formula, charge and spin): 0.0000 eV
Charge: 0
Highest occupied orbital energy: -8.17 eV

Last column: natural (NBO) charge in e.
Positions of all 48 atoms, in Å:
Sn (0.66921, 0.23661, 0.07784)  1.441
Br (-0.08475, 4.07652, -2.47633)  0.087
Se (1.29450, -3.01850, 1.25359)  0.280
Se (-0.26210, -3.03671, 3.00192)  0.132
O (2.86339, 1.33622, -1.14176)  -0.645
O (-0.68049, 1.16235, -1.57400)  -0.806
O (-1.62070, 1.24762, 0.41801)  -0.706
O (2.75390, -3.17673, -1.09274)  -0.634
N (2.49259, -0.89760, -1.01086)  -0.792
N (0.51968, -0.33915, 3.18014)  -0.459
N (-0.29116, -1.81316, -0.73834)  -0.568
C (-4.53975, 3.86818, -1.10989)  -0.225
C (3.19710, 0.18707, -1.42193)  0.678
C (4.39988, -0.21569, -2.25766)  -0.513
C (3.14598, -2.05344, -1.34657)  0.695
C (-1.49457, 1.68558, -0.73943)  0.750
C (4.46627, -1.72810, -2.04406)  -0.512
C (0.25067, -1.40901, 3.90349)  0.052
C (-0.63122, -4.15471, -0.54685)  -0.250
C (-0.01433, -2.97741, -0.15895)  0.078
C (0.78799, -0.29264, 5.93403)  -0.157
C (0.33910, -1.43253, 5.29076)  -0.264
C (-3.67500, 2.84792, -0.75308)  -0.171
C (-1.89380, 3.91393, -1.94261)  -0.067
C (-2.74913, 4.94893, -2.29221)  -0.244
C (-1.19857, -1.76549, -1.71869)  0.067
C (0.93843, 0.75758, 3.80652)  0.053
C (-4.07378, 4.91908, -1.88623)  -0.188
C (-1.87374, -2.89289, -2.14988)  -0.249
C (1.10982, 0.82559, 5.18005)  -0.259
C (-1.58370, -4.10774, -1.55184)  -0.136
C (-2.34733, 2.84492, -1.17655)  -0.119
H (0.89455, -0.28157, 7.01129)  0.222
H (-4.73906, 5.72277, -2.17494)  0.217
H (5.28432, 0.34366, -1.96007)  0.237
H (-2.60056, -2.81571, -2.94573)  0.230
H (1.13905, 1.61609, 3.17512)  0.203
H (-2.37064, 5.77373, -2.87962)  0.228
H (4.55852, -2.31081, -2.95834)  0.235
H (0.07354, -2.32568, 5.84028)  0.228
H (4.17672, 0.03952, -3.29490)  0.237
H (5.27788, -2.02396, -1.37868)  0.235
H (-2.09116, -5.01174, -1.86291)  0.225
H (-0.36901, -5.07974, -0.05491)  0.239
H (-1.35878, -0.79274, -2.16531)  0.243
H (-4.00796, 2.02756, -0.13086)  0.231
H (-5.56949, 3.84498, -0.77830)  0.217
H (1.48768, 1.72706, 5.64201)  0.225

=====

(4)
The following is a DFT calculation (ωB97M-V/def2-TZVPD) of a molecular structure, C21H16ClFeN4O4S3.

Values from the calculation:
Relative energy (zero: lowest compared OMol25 entry of this formula, charge and spin): 1.7945 eV
Charge: 0
Highest occupied orbital energy (spin up / spin down): -8.43 / -8.47 eV
2S+1: 2
<S²>: 0.86

Last column: natural (NBO) charge in e.
Positions of all 50 atoms, in Å:
Fe (-0.10631, -0.10086, 0.34409)  0.983
Cl (-1.41109, -2.65420, -0.29179)  2.554
S (1.59350, -3.02108, 3.50393)  0.324
S (1.85077, -0.88470, 1.32483)  -0.089
S (-2.77606, 2.64204, -2.07699)  0.419
O (0.00664, -2.38779, 0.05311)  -0.856
O (-1.90576, -3.76260, 0.44503)  -0.792
O (-1.54717, -2.84401, -1.69602)  -0.806
O (-2.06236, -1.40674, 0.12496)  -0.864
N (-0.09315, -1.08936, 3.14318)  -0.356
N (0.43380, 1.80934, 0.68726)  -0.407
N (-1.89635, 1.08303, -0.22488)  -0.494
N (-0.30356, 0.05017, 2.36140)  -0.260
C (-0.11939, 1.18937, 2.89102)  0.072
C (0.24643, 0.03933, -4.37366)  -0.223
C (-3.40561, 2.85111, -0.47255)  -0.230
C (1.21405, -0.66202, -3.65876)  -0.176
C (-2.82178, 1.91273, 0.38605)  0.182
C (0.96437, 4.03429, 0.03591)  -0.237
C (2.70327, -3.73708, 2.27859)  -0.747
C (-1.78292, 1.34417, -1.49618)  0.121
C (-3.23355, 1.83619, 1.71719)  -0.235
C (0.98769, -1.61509, 2.66768)  -0.067
C (-0.75442, 0.70792, -3.69471)  -0.191
C (0.83241, 2.68406, -0.23832)  0.082
C (0.18888, -0.03525, -1.56345)  -0.202
C (-4.36418, 3.75163, -0.01850)  -0.211
C (-0.77333, 0.66738, -2.30106)  -0.109
C (0.28229, 3.59380, 2.27759)  -0.210
C (-4.17791, 2.73547, 2.16825)  -0.195
C (0.16527, 2.25910, 1.93109)  0.167
C (-4.73123, 3.69410, 1.31153)  -0.211
C (0.67806, 4.49920, 1.30832)  -0.136
C (1.18249, -0.70313, -2.27173)  -0.229
H (0.77025, 5.55024, 1.54641)  0.231
H (1.04140, 2.28002, -1.21787)  0.240
H (2.18455, -3.88254, 1.33432)  0.248
H (0.26730, 0.04821, -5.45524)  0.216
H (1.92341, -1.28360, -1.73473)  0.225
H (0.02633, 1.31887, 3.95892)  0.218
H (-5.47361, 4.38392, 1.69000)  0.220
H (1.98824, -1.19701, -4.19490)  0.215
H (1.29034, 4.70210, -0.74840)  0.236
H (-1.52471, 1.24039, -4.24175)  0.211
H (-4.81611, 4.46912, -0.69020)  0.225
H (2.98752, -4.70548, 2.68837)  0.232
H (-2.84191, 1.06008, 2.35933)  0.235
H (3.59290, -3.13065, 2.13311)  0.225
H (-4.51367, 2.68364, 3.19550)  0.219
H (0.06227, 3.90666, 3.28863)  0.235

=====

no.,electronic energy (eV)
1,-40946.389
2,-100643.537
3,-241265.819
4,-115594.109